No. 1
# C33H63N10O7S

5 unconnected molecules or ions with the total composition C33H63N10O7S (ωB97M-V/def2-TZVPD, OMol25).

Computed properties:
**Charge**: +1
**Energy relative to the best compared isomer or geometry (same formula, charge and spin)**: 0.0 kJ/mol
**DFT total energy**: -75299.7508 eV
**HOMO**: -10.685 eV
**Orbital gap**: 6.70 eV
**LUMO**: -0.1465 Ha
**Multiplicity**: 1

The geometry in XYZ format:
```
114
Properties=species:S:1:pos:R:3:forces:R:3
N -3.893 -4.283 0.087 0.4 -0.3 -0.3
C -3.512 -3.830 -1.238 -0.5 0.0 0.3
C -3.270 -2.297 -1.373 0.0 0.0 -0.4
O -3.888 -1.562 -0.337 0.4 0.2 -0.1
C -1.788 -1.874 -1.523 -0.1 -0.3 0.5
C -1.220 -1.997 -2.892 0.2 0.4 -0.3
C -0.946 -0.971 -3.764 -0.5 0.3 0.2
C -1.124 0.503 -3.622 0.5 -0.1 -0.4
C 0.210 1.255 -3.849 0.0 -0.5 0.0
C 0.515 2.232 -2.737 0.2 0.3 0.1
O 0.173 2.021 -1.602 -0.4 0.1 -0.1
N 1.243 3.390 -3.143 -0.4 -0.1 -0.1
C 2.662 3.287 -2.860 0.4 0.0 -0.3
C 3.155 3.120 -1.573 -0.3 -0.1 0.1
C 4.520 3.059 -1.359 0.4 0.0 0.0
C 5.411 3.160 -2.418 -0.1 0.0 -0.1
C 4.920 3.296 -3.711 0.1 0.0 0.2
C 3.551 3.359 -3.923 0.0 0.0 -0.4
N -0.416 -1.539 -4.897 0.3 -0.6 -0.5
N -0.033 -0.867 -6.067 0.2 -0.2 0.1
C 1.190 -0.826 -6.289 -0.3 0.6 0.5
S 2.684 -0.560 -6.496 0.0 -0.2 -0.3
C -0.341 -2.864 -4.769 -0.2 0.3 0.3
N -0.812 -3.140 -3.555 -0.1 -0.7 0.2
N -0.862 -4.457 -3.047 0.5 0.3 -0.2
C 0.278 -4.925 -2.851 0.1 0.2 0.3
O 1.305 -5.385 -2.629 -0.3 -0.2 -0.1
H -4.887 -4.393 0.193 0.0 0.3 0.1
H -3.515 -3.733 0.843 -0.2 -0.1 0.2
H -4.330 -4.079 -1.917 0.0 -0.1 0.0
H -2.655 -4.412 -1.572 0.2 0.2 -0.1
H -3.774 -1.961 -2.283 0.0 0.0 0.0
H -3.327 -1.597 0.447 -0.2 -0.1 0.2
H -1.746 -0.819 -1.257 0.1 0.0 -0.1
H -1.157 -2.393 -0.794 0.0 -0.1 -0.1
H -1.853 0.841 -4.358 -0.1 0.0 0.1
H -1.483 0.720 -2.620 -0.1 0.0 0.0
H 0.263 1.728 -4.825 -0.1 0.2 0.1
H 1.034 0.532 -3.828 0.1 0.1 0.1
H 0.823 4.203 -2.703 0.2 0.0 0.3
H 2.491 3.032 -0.722 0.1 0.1 -0.2
H 4.932 2.946 -0.365 -0.2 0.1 0.1
H 6.475 3.140 -2.226 0.0 0.0 0.0
H 5.607 3.360 -4.546 0.0 0.0 0.0
H 3.177 3.472 -4.934 -0.1 0.1 0.1
H 0.027 -3.583 -5.479 0.0 0.1 -0.1
C -2.409 -2.917 4.526 0.1 0.1 0.0
C -3.852 -2.465 4.326 0.1 -0.2 0.1
C -4.706 -2.532 5.599 -0.1 0.2 0.0
O -5.117 -3.833 5.963 0.1 0.0 0.0
C -4.167 -4.595 6.686 -0.1 -0.1 0.0
N -4.446 -3.239 3.228 -0.1 0.2 -0.1
H -2.327 -4.002 4.591 0.0 0.0 0.0
H -1.794 -2.598 3.682 0.0 0.0 0.0
H -1.981 -2.485 5.432 0.0 0.0 0.0
H -3.826 -1.415 4.019 -0.1 0.0 0.0
H -5.630 -1.978 5.414 0.0 0.0 0.0
H -4.200 -2.039 6.440 0.1 0.0 0.0
H -3.570 -3.965 7.351 0.0 0.0 0.0
H -3.506 -5.152 6.017 0.1 0.0 0.0
H -4.718 -5.315 7.289 0.0 0.0 0.0
H -5.370 -2.865 3.025 0.0 0.0 -0.1
H -4.632 -4.176 3.581 0.1 0.0 0.0
C -8.131 1.286 -2.026 0.0 0.1 0.0
C -7.130 0.320 -1.400 -0.3 0.0 -0.1
C -6.662 -0.791 -2.348 0.2 0.0 0.0
O -7.593 -1.835 -2.554 0.0 0.0 -0.1
C -8.596 -1.575 -3.521 -0.1 -0.1 0.1
N -7.696 -0.217 -0.161 0.2 -0.1 0.0
H -9.128 0.852 -2.094 0.0 -0.1 0.0
H -8.214 2.185 -1.416 0.0 0.0 0.0
H -7.819 1.587 -3.028 0.0 0.0 0.0
H -6.239 0.898 -1.134 0.1 -0.1 0.0
H -5.794 -1.267 -1.889 -0.1 0.0 0.1
H -6.334 -0.378 -3.314 -0.1 0.1 0.0
H -8.212 -0.963 -4.342 0.0 0.0 0.0
H -9.464 -1.086 -3.075 0.0 0.1 -0.1
H -8.920 -2.535 -3.922 0.0 0.0 0.0
H -6.988 -0.772 0.313 0.0 0.1 0.0
H -8.415 -0.889 -0.412 -0.1 0.1 0.0
C 4.234 3.776 2.935 0.1 0.1 0.0
C 2.753 4.033 2.672 0.2 -0.2 0.0
C 1.842 3.696 3.859 -0.2 0.2 0.0
O 1.614 2.314 4.053 0.1 0.0 0.0
C 2.627 1.627 4.766 -0.1 -0.1 0.0
N 2.361 3.315 1.453 -0.3 0.0 0.3
H 4.477 2.713 2.893 -0.1 0.0 0.0
H 4.837 4.278 2.178 0.0 0.0 0.0
H 4.533 4.157 3.913 0.0 0.0 0.0
H 2.639 5.103 2.478 -0.1 0.0 0.0
H 0.856 4.126 3.660 0.0 -0.1 0.0
H 2.211 4.157 4.784 0.1 0.0 0.0
H 3.077 2.261 5.535 0.0 0.0 0.0
H 3.407 1.255 4.098 0.1 0.1 0.1
H 2.162 0.769 5.250 0.0 0.0 0.0
H 1.405 3.572 1.215 0.0 0.0 0.0
H 2.297 2.327 1.689 0.0 0.0 0.0
C 8.956 1.835 -0.522 0.1 0.0 -0.1
C 8.661 2.477 0.830 -0.1 -0.2 -0.1
C 9.030 1.595 2.031 0.1 0.2 0.1
O 8.125 0.537 2.285 0.0 0.0 -0.1
C 8.315 -0.626 1.503 -0.1 0.0 0.1
N 7.254 2.887 0.864 0.0 0.0 0.2
H 8.218 1.076 -0.782 0.0 0.0 0.1
H 8.934 2.591 -1.307 0.0 0.0 0.0
H 9.944 1.371 -0.533 0.0 0.0 0.0
H 9.274 3.380 0.903 0.0 0.0 0.1
H 9.004 2.218 2.928 0.0 0.0 0.0
H 10.053 1.208 1.939 0.0 0.0 -0.1
H 9.374 -0.799 1.291 0.0 0.0 0.0
H 7.759 -0.573 0.563 0.1 0.0 -0.1
H 7.931 -1.471 2.073 0.0 0.0 0.0
H 7.081 3.412 1.718 0.0 0.1 -0.1
H 6.697 2.043 0.978 0.0 0.0 0.0
```
Positions in Å, forces in eV/Å.

Mulliken atomic charge list, values in e, 8 entries:
1 N -0.550
2 C -0.791
3 C 0.379
4 O -0.483
5 C -1.627
6 C -0.012
7 C 0.801
8 C -0.668

---

No. 2
# C33H64Br9Cl8O5P

A molecular structure, C33H64Br9Cl8O5P at a distorted geometry (ωB97M-V/def2-TZVPD, OMol25).

Computed properties:
**Charge**: -1
**DFT total energy**: -785345.0094 eV
**HOMO (spin up / spin down)**: -1.912 / -4.746 eV
**Orbital gap (spin up / spin down)**: 3.30 / 6.13 eV
**LUMO (spin up / spin down)**: 0.0510 / 0.0510 Ha
**Multiplicity**: 2

The geometry in XYZ format:
```
120
Properties=species:S:1:pos:R:3:forces:R:3
C -12.294 -15.489 24.159 1.1 1.5 0.8
C -11.242 -14.481 23.564 -0.5 -1.0 0.1
C -10.418 -15.091 22.408 -0.5 1.6 -1.1
C -9.639 -16.374 22.723 -1.4 2.1 1.2
P -8.430 -17.022 21.635 0.9 0.3 -1.6
C -7.113 -15.678 21.283 -0.5 -0.2 0.7
C -6.489 -14.909 22.480 0.4 -1.0 -0.2
C -5.434 -13.849 22.054 -1.2 -1.0 -0.3
C -5.088 -13.000 23.218 1.6 0.9 0.4
C -7.899 -18.554 22.468 0.4 1.2 0.7
C -7.522 -18.333 23.983 0.1 -1.2 -0.3
C -6.895 -19.621 24.571 0.4 -0.4 -0.3
C -7.888 -20.740 24.899 0.0 0.7 -0.1
C -9.247 -17.497 20.067 -0.2 1.5 -0.2
C -9.610 -16.327 19.066 2.0 -0.9 0.8
C -10.251 -16.845 17.803 -0.4 0.1 -0.9
C -9.431 -17.726 16.802 0.1 0.9 0.8
H -13.006 -15.889 23.436 0.5 -0.3 -0.1
H -12.903 -14.978 24.905 -0.1 0.2 0.0
H -11.733 -16.195 24.771 -0.3 -0.7 -0.5
H -10.522 -14.090 24.282 0.0 -0.6 0.6
H -11.750 -13.552 23.302 -0.1 -0.2 -0.8
H -9.794 -14.261 22.078 0.8 -0.1 0.1
H -11.058 -15.148 21.527 -0.3 -0.7 0.0
H -10.407 -17.076 23.050 0.5 -0.6 0.0
H -9.040 -16.056 23.576 0.1 -0.5 0.5
H -7.534 -14.909 20.635 -0.7 -0.2 -0.2
H -6.383 -16.190 20.655 0.3 -0.4 0.1
H -6.067 -15.638 23.171 0.6 0.0 -0.1
H -7.234 -14.431 23.116 -0.4 0.3 -0.3
H -5.840 -13.270 21.224 -0.2 0.3 -0.1
H -4.497 -14.250 21.667 -0.1 -0.7 0.0
H -4.661 -13.598 24.023 -0.6 -0.1 0.3
H -5.833 -12.276 23.549 -0.2 -0.3 0.1
H -4.203 -12.439 22.919 0.0 0.5 0.0
H -7.061 -18.842 21.834 0.4 -0.4 0.2
H -8.690 -19.297 22.369 -0.1 0.1 -0.2
H -8.386 -18.149 24.621 -0.4 0.4 -0.3
H -6.826 -17.502 24.103 0.1 -0.1 -0.1
H -6.365 -19.381 25.493 0.2 0.2 -0.2
H -6.166 -19.978 23.843 0.3 0.0 0.1
H -8.493 -20.337 25.710 -0.6 -0.2 -0.2
H -7.453 -21.663 25.283 0.4 0.1 -0.2
H -8.459 -21.001 24.007 -0.4 -0.1 0.2
H -10.188 -17.919 20.422 0.0 -0.5 -0.1
H -8.603 -18.205 19.544 0.0 -0.2 0.2
H -8.680 -15.855 18.749 0.4 -0.2 0.0
H -10.107 -15.479 19.538 -0.7 -0.4 0.0
H -10.497 -15.913 17.295 -0.4 -0.1 -0.5
H -11.183 -17.368 18.019 -0.2 0.1 0.1
H -9.158 -18.694 17.223 -0.1 0.0 -0.1
H -8.512 -17.212 16.521 0.2 0.0 0.2
H -9.963 -17.853 15.859 -0.3 -0.2 0.2
C -3.378 -18.343 19.653 1.1 1.0 0.6
C -4.734 -18.932 19.766 -2.1 -0.4 -0.7
O -5.858 -18.270 19.238 0.7 0.3 -0.1
H -2.629 -18.977 20.128 -0.1 -0.2 0.4
H -3.352 -17.397 20.193 0.2 0.4 -0.1
H -2.961 -18.216 18.654 -0.6 0.3 -0.4
H -4.977 -19.148 20.807 0.5 -0.2 0.7
H -4.571 -19.910 19.314 -0.4 -0.8 -0.3
O -6.428 -24.269 23.479 1.0 1.5 -1.1
C -5.511 -23.484 23.252 -1.6 -2.8 1.1
O -4.904 -22.941 24.307 -0.2 0.0 1.3
C -3.808 -22.152 23.972 1.1 1.5 -0.7
C -3.633 -22.325 22.467 1.1 1.6 -0.3
C -4.757 -23.191 21.993 0.1 -0.1 -0.5
H -2.869 -22.314 24.501 -0.3 -1.1 0.4
H -3.982 -21.106 24.224 -0.6 0.1 -0.1
H -2.632 -22.673 22.211 -0.1 -0.2 -0.1
H -3.725 -21.325 22.045 0.2 0.0 -0.3
H -4.361 -24.109 21.559 -0.4 -0.2 0.1
H -5.350 -22.685 21.232 -0.2 -0.2 0.2
O 2.705 -18.536 18.385 -1.7 0.2 -0.4
C 1.798 -18.301 17.599 3.3 0.1 1.0
O 0.667 -17.675 17.917 0.4 -1.0 1.4
C -0.241 -17.698 16.846 -0.1 1.0 -1.3
C 0.419 -18.538 15.744 0.6 0.8 -0.1
C 1.938 -18.443 16.114 -1.8 -1.0 -0.1
H -0.275 -16.653 16.538 -0.6 0.1 -0.2
H -1.221 -18.046 17.173 0.2 0.1 0.1
H 0.267 -18.109 14.754 -0.5 -0.3 0.0
H 0.022 -19.548 15.841 0.4 -0.2 -0.4
H 2.476 -17.554 15.784 -0.3 0.1 -0.3
H 2.472 -19.331 15.777 0.2 0.2 0.4
C 0.905 -19.733 20.977 -1.3 0.2 0.1
Cl -0.749 -20.383 21.500 1.1 0.6 -0.5
Cl 1.908 -19.680 22.406 0.7 -0.5 -0.1
H 1.292 -20.320 20.144 0.1 -0.3 0.6
H 0.790 -18.711 20.615 -0.3 -0.1 0.2
C -4.659 -15.073 18.226 -0.3 0.9 0.6
Cl -5.876 -15.133 16.930 0.0 -0.3 0.2
Cl -3.046 -15.048 17.621 1.3 -0.2 -0.7
H -4.748 -14.088 18.684 -0.5 -0.3 0.2
H -4.723 -15.887 18.948 -0.6 -0.2 -0.4
C -7.496 -21.792 19.305 0.8 1.1 0.1
Cl -8.083 -21.769 20.992 -0.1 -0.6 -0.4
Cl -6.675 -23.285 18.728 -1.0 0.5 0.4
H -8.287 -21.438 18.645 0.0 -0.7 0.0
H -6.736 -21.011 19.311 0.1 -0.1 -0.2
C -5.082 -18.781 16.125 -0.7 0.3 0.3
Cl -3.435 -18.256 15.707 -0.3 -0.3 0.0
Cl -5.975 -19.434 14.701 0.4 0.1 0.5
H -5.099 -19.490 16.952 0.4 -0.2 -0.4
H -5.637 -17.923 16.504 0.2 0.0 -0.2
C -0.911 -15.833 22.168 0.7 0.2 -0.1
Br 0.018 -17.212 23.238 -0.5 1.3 -0.5
Br -0.379 -16.140 20.290 -0.1 0.5 0.9
Br -0.580 -13.899 22.779 -0.2 -1.8 -0.8
H -1.982 -16.031 22.187 0.2 0.2 0.4
C -1.682 -22.438 17.813 -1.1 -0.4 0.9
Br -0.217 -22.648 19.082 -0.6 0.0 -0.8
Br -3.513 -22.429 18.798 2.1 0.0 -1.1
Br -1.695 -23.860 16.508 0.0 0.2 0.2
H -1.595 -21.508 17.251 -0.1 -0.1 0.5
C -3.068 -17.572 25.111 -0.6 0.1 1.1
Br -2.483 -15.647 25.123 0.4 0.8 0.2
Br -3.807 -18.200 23.351 -0.2 -0.6 -1.4
Br -4.430 -17.776 26.597 -0.5 -0.2 0.7
H -2.290 -18.249 25.465 0.5 0.1 -0.3
```
Positions in Å, forces in eV/Å.

Mulliken atomic charge list, values in e, 8 entries:
1 C -1.187
2 C -0.807
3 C -0.787
4 C -1.249
5 P 0.849
6 C -0.081
7 C -0.167
8 C -0.044